{
  "formula": "C14H26IOP2Zr",
  "method": "the ωB97M-V functional and the def2-TZVPD basis",
  "symbols": ["O", "H", "H", "H", "C", "C", "C", "H", "H", "H", "H", "C", "C", "C", "I", "C", "C", "H", "H", "P", "H", "H", "H", "Zr", "H", "C", "C", "H", "C", "H", "H", "C", "C", "H", "C", "H", "H", "H", "H", "H", "H", "H", "H", "P", "H"],
  "coordinates": [[-3.117, -0.252, -1.588], [2.843, 2.634, -1.586], [0.870, 3.167, 1.864], [1.513, 2.598, -2.758], [0.363, -0.050, -5.056], [-0.743, -3.629, -0.291], [1.859, -3.280, -1.329], [1.846, 4.100, -1.836], [-0.498, 4.549, -0.877], [1.354, 0.096, -5.499], [-0.435, -4.685, -0.206], [1.450, 3.372, 0.959], [-2.471, 0.251, 4.179], [-2.028, -0.167, -1.168], [1.159, -0.307, -2.904], [-1.279, -1.058, 2.508], [-0.971, 0.092, 1.792], [-3.093, 0.312, 5.080], [-1.226, 3.162, -1.770], [0.711, 2.480, -0.470], [1.898, -4.364, -1.190], [-1.484, -3.397, 0.488], [-2.364, 2.387, 3.893], [0.010, -0.044, -0.452], [1.536, -4.315, 1.400], [-2.056, -0.985, 3.680], [1.491, -3.217, 1.439], [-1.524, 3.346, -0.018], [-0.785, 3.488, -0.818], [-2.340, -1.901, 4.197], [1.515, -3.044, -2.339], [1.836, 3.007, -1.797], [-2.070, 1.414, 3.511], [-0.938, 2.251, 1.872], [-1.291, 1.325, 2.338], [0.914, -2.895, 2.312], [-1.198, -3.450, -1.276], [1.475, 4.453, 0.764], [2.506, -2.806, 1.513], [-0.093, -1.001, -5.363], [-0.915, -2.035, 2.175], [2.470, 2.993, 1.098], [-0.291, 0.818, -5.174], [0.732, -2.557, -0.096], [2.858, -2.856, -1.201]],
  "e_above_lowest_kcal_mol": 0.0,
  "charge": 3,
  "multiplicity": 1,
  "lumo_energy_ev": [-12.7, -12.7],
  "homo_ev": [-17.959, -17.959],
  "gap_ev": [5.234, 5.235]
}



{
  "formula": "C14H26N2O2",
  "method": "the ωB97M-V functional and the def2-TZVPD basis",
  "symbols": ["H", "H", "C", "C", "H", "C", "C", "N", "C", "C", "H", "H", "C", "C", "H", "C", "H", "C", "H", "H", "H", "H", "H", "C", "N", "H", "H", "C", "H", "O", "H", "C", "H", "H", "H", "H", "O", "H", "H", "H", "C", "H", "H", "H"],
  "coordinates": [[-5.166, -0.495, -1.700], [0.942, 1.760, 0.887], [-3.877, -2.647, -0.930], [-2.603, -0.111, 1.671], [0.090, -0.397, 1.557], [0.500, 1.202, 0.044], [4.910, -0.626, 1.917], [2.848, 0.467, -0.489], [-3.461, -1.523, -0.435], [5.546, -1.254, 0.540], [5.580, -2.145, 0.845], [5.418, -0.731, 2.887], [-1.902, 1.856, 0.240], [-0.522, 1.985, -0.509], [3.480, -1.795, -0.290], [1.514, 0.603, -0.778], [-2.167, -2.388, 0.988], [3.990, 0.079, -1.119], [6.363, -0.776, 0.385], [-3.900, -1.994, 1.682], [-0.394, 2.974, -0.472], [4.839, -1.776, -1.178], [3.606, 0.046, -2.295], [4.541, -1.181, -0.631], [-1.586, 0.335, 0.795], [-3.444, 0.634, 1.670], [-0.266, -0.729, -0.039], [-4.787, -0.548, -0.505], [4.691, 0.310, 1.758], [-2.998, 2.356, 0.100], [-4.620, -3.194, -0.369], [-3.038, -1.532, 0.836], [3.804, -1.110, 2.132], [-2.337, -0.442, 2.759], [-0.628, 1.785, -1.530], [-5.565, -0.836, 0.177], [1.193, 0.230, -1.793], [-2.869, -3.192, -1.278], [-4.062, -2.540, -2.072], [2.954, 0.815, 0.632], [-0.243, -0.049, 0.802], [4.812, 1.018, -1.015], [-4.433, 0.641, -0.369], [-2.616, -0.858, -1.075]],
  "smiles": "CCCCNC(=O)[C@H]1CC(=O)N(CCC(C)C)C1",
  "e_above_lowest_kcal_mol": 338.8,
  "multiplicity": 1,
  "lumo_energy_ev": 0.5,
  "homo_ev": -8.341,
  "gap_ev": 8.871
}



{
  "formula": "C14H26N2O7",
  "method": "the ωB97M-V functional and the def2-TZVPD basis",
  "symbols": ["C", "C", "C", "N", "C", "C", "H", "O", "H", "O", "H", "H", "C", "N", "H", "H", "O", "O", "H", "H", "C", "H", "C", "O", "C", "C", "H", "H", "H", "H", "C", "H", "H", "H", "H", "H", "H", "H", "C", "O", "H", "H", "O", "H", "H", "H", "C", "H", "C"],
  "coordinates": [[-1.604, -0.304, -2.133], [-1.805, 3.258, 4.215], [1.041, -0.910, 3.787], [1.393, -2.602, -4.033], [1.468, -3.147, -5.386], [0.378, -1.978, -1.872], [-0.206, -0.197, 0.241], [-2.991, 2.682, 3.658], [-0.516, -1.876, 0.730], [-0.082, -1.651, 3.915], [0.231, -2.555, 4.072], [-1.831, 4.347, 4.099], [-0.883, -1.044, 0.130], [1.509, -1.040, -1.650], [-0.762, 0.929, 4.805], [0.585, -2.846, -5.955], [-0.724, -3.213, -3.620], [-0.329, 2.268, 1.183], [-1.659, -0.557, -3.191], [-2.617, -0.128, -1.772], [0.936, 0.590, 3.523], [0.714, 1.519, -3.242], [-0.985, -1.461, -1.343], [2.160, -1.383, 3.865], [-0.554, 2.684, 3.534], [1.228, 0.605, -3.532], [0.316, 3.149, 4.004], [2.362, -2.778, -5.891], [-1.865, -0.754, 0.502], [0.605, -2.825, -1.226], [0.301, -2.645, -3.258], [-1.027, 0.607, -1.986], [2.073, -1.227, -0.834], [1.238, 0.764, 2.487], [1.978, 0.846, -4.283], [2.207, -2.138, -3.659], [-1.202, 0.646, 3.119], [1.499, -4.237, -5.343], [-0.479, 1.152, 3.770], [2.951, 0.597, -1.930], [0.513, -0.090, -3.956], [1.650, 1.103, 4.173], [-0.704, 4.411, 1.775], [-0.653, 4.462, 0.808], [-3.790, 3.072, 4.052], [-1.767, 3.047, 5.289], [-0.540, 3.098, 2.051], [-1.689, -2.292, -1.382], [1.932, 0.044, -2.310]],
  "smiles": "CNC(=O)[C@@H](NC(C)=O)C(C)C.O=C(O)CC[C@H](CO)C(=O)O",
  "multiplicity": 1,
  "lumo_energy_ev": 0.5,
  "homo_ev": -9.455,
  "gap_ev": 9.957
}